(1)
Density functional theory data (ωB97M-V/def2-TZVPD) for C12H18N2O2S in the gas phase at a distorted geometry.

CARTESIAN COORDINATES (ANGSTROEM)
C 4.16 -1.87 -2.06
O 3.91 -0.61 -1.48
C 4.89 -0.17 -0.49
C 4.51 1.20 0.05
N 3.39 1.24 1.04
C 2.05 1.28 0.69
N 1.29 0.98 1.69
C 0.02 0.83 1.20
C -0.20 1.07 -0.11
S 1.30 1.52 -0.85
C -1.53 0.94 -0.72
O -1.69 1.09 -1.91
C -2.68 0.51 0.16
C -2.51 0.91 1.64
C -2.59 2.45 1.79
C -3.65 0.35 2.51
C -1.10 0.44 2.13
H 4.15 -1.82 -3.14
H 3.47 -2.66 -1.70
H 5.18 -2.19 -1.81
H 5.88 -0.10 -0.99
H 4.93 -0.91 0.30
H 5.42 1.64 0.50
H 4.24 1.88 -0.75
H 3.50 0.79 1.94
H -3.59 0.92 -0.20
H -2.68 -0.61 0.05
H -3.52 2.81 1.39
H -1.75 2.92 1.26
H -2.55 2.72 2.86
H -3.88 -0.66 2.23
H -4.55 0.98 2.38
H -3.33 0.39 3.55
H -0.88 0.91 3.11
H -1.06 -0.66 2.27

Kohn-Sham gap: 8.87 eV
Net charge: 0
Structure (SMILES): COCCNc1nc2c(s1)C(=O)CC(C)(C)C2
LUMO: 0.7 eV



(2)
Density functional theory data (ωB97M-V/def2-TZVPD) for a 7-piece molecular cluster, C42H35F7 overall at a distorted geometry.

CARTESIAN COORDINATES (ANGSTROEM)
F 17.03 -8.22 12.14
C 16.27 -7.85 13.23
C 15.08 -8.55 13.40
C 14.35 -8.23 14.52
C 14.91 -7.40 15.51
C 16.13 -6.79 15.31
C 16.85 -6.99 14.15
H 14.82 -9.25 12.57
H 13.45 -8.74 14.84
H 14.39 -7.30 16.52
H 16.58 -6.09 16.07
H 17.84 -6.63 14.01
F 18.19 -10.83 19.36
C 17.33 -9.80 19.67
C 17.29 -8.67 18.91
C 16.34 -7.63 19.15
C 15.54 -7.84 20.30
C 15.50 -9.03 20.98
C 16.45 -10.00 20.71
H 18.02 -8.46 18.13
H 16.33 -6.70 18.60
H 14.73 -7.11 20.43
H 14.66 -9.19 21.56
H 16.59 -10.93 21.22
F 20.30 -10.40 16.25
C 19.53 -11.27 15.63
C 19.57 -12.61 15.96
C 18.79 -13.45 15.24
C 17.94 -13.06 14.20
C 17.92 -11.72 13.81
C 18.72 -10.85 14.55
H 20.10 -12.93 16.87
H 18.82 -14.42 15.75
H 17.20 -13.75 13.75
H 17.19 -11.26 13.15
H 18.72 -9.77 14.37
F 13.19 -11.43 23.71
C 12.25 -10.83 22.99
C 11.56 -9.76 23.56
C 10.77 -9.00 22.72
C 10.60 -9.33 21.43
C 11.24 -10.44 20.89
C 12.13 -11.14 21.65
H 11.83 -9.48 24.55
H 10.41 -8.09 23.14
H 9.97 -8.82 20.71
H 11.14 -10.62 19.82
H 12.79 -11.88 21.22
F 14.39 -19.99 12.09
C 15.26 -19.95 13.13
C 15.01 -20.82 14.18
C 15.87 -20.77 15.26
C 16.98 -19.93 15.22
C 17.23 -19.09 14.19
C 16.35 -19.10 13.09
H 14.11 -21.43 14.10
H 15.74 -21.37 16.12
H 17.46 -19.72 16.18
H 18.04 -18.39 14.25
H 16.55 -18.41 12.25
F 21.85 -16.97 17.76
C 20.85 -16.12 18.17
C 19.50 -16.47 17.87
C 18.54 -15.69 18.46
C 18.88 -14.54 19.13
C 20.22 -14.19 19.40
C 21.16 -15.04 18.93
H 19.30 -17.34 17.26
H 17.44 -15.93 18.35
H 18.07 -13.99 19.63
H 20.49 -13.33 20.01
H 22.21 -14.85 19.06
F 11.15 -11.44 16.62
C 12.51 -11.37 16.67
C 13.07 -10.42 17.52
C 14.43 -10.42 17.55
C 15.26 -11.14 16.70
C 14.65 -12.07 15.86
C 13.26 -12.20 15.85
H 12.41 -9.70 18.01
H 14.97 -9.73 18.25
H 16.33 -11.02 16.78
H 15.28 -12.76 15.34
H 12.75 -12.96 15.28

Kohn-Sham gap: 9.62 eV
Net charge: 0
Structure (SMILES): Fc1ccccc1.Fc1ccccc1.Fc1ccccc1.Fc1ccccc1.Fc1ccccc1.Fc1ccccc1.Fc1ccccc1
LUMO: 0.5 eV



(3)
Density functional theory data (ωB97M-V/def2-TZVPD) for a 11-piece molecular cluster, C64H114N4O18 overall at a distorted geometry.

CARTESIAN COORDINATES (ANGSTROEM)
C 5.27 2.09 -2.37
C 6.18 1.88 -3.56
C 5.82 0.46 -4.16
C 6.26 0.21 -5.59
C 5.67 1.31 -6.39
C 6.06 2.81 -6.11
N 5.97 2.96 -4.63
O 6.14 4.09 -4.17
C 7.46 3.04 -6.59
C 5.13 3.80 -6.72
C 7.66 1.97 -3.22
H 4.26 2.31 -2.79
H 5.60 2.94 -1.78
H 5.31 1.13 -1.75
H 6.02 -0.37 -3.52
H 4.70 0.54 -4.25
H 5.84 -0.74 -5.91
H 7.32 0.22 -5.72
H 4.58 1.35 -6.27
H 5.91 1.07 -7.47
H 7.94 2.37 -5.92
H 7.69 2.87 -7.64
H 7.89 4.05 -6.39
H 5.10 3.54 -7.76
H 4.09 3.60 -6.37
H 5.40 4.85 -6.55
H 8.24 1.51 -3.99
H 7.88 1.42 -2.32
H 7.73 3.05 -3.10
C 2.77 1.18 5.80
C 2.27 -0.34 5.67
C 3.32 -1.35 6.13
C 2.90 -2.67 6.75
C 2.14 -2.30 8.03
C 0.78 -1.44 7.90
N 1.25 -0.27 6.80
O 0.66 0.98 7.20
C -0.36 -2.42 7.37
C 0.39 -0.55 9.00
C 1.57 -0.90 4.50
H 3.84 1.09 5.60
H 2.67 1.65 6.76
H 2.34 1.87 5.07
H 3.83 -1.42 5.17
H 3.88 -0.74 6.89
H 3.82 -3.28 6.90
H 2.35 -3.20 5.99
H 2.64 -1.54 8.51
H 2.02 -3.11 8.79
H -1.29 -1.94 7.67
H -0.51 -2.89 6.44
H -0.30 -3.27 8.08
H -0.28 0.09 8.56
H -0.19 -1.11 9.73
H 1.15 -0.04 9.58
H 2.00 -1.29 3.63
H 1.43 0.15 4.18
H 0.50 -1.08 4.63
C -4.22 1.99 3.74
C -4.35 0.45 4.13
C -4.34 0.17 5.69
C -5.57 0.70 6.26
C -6.86 0.71 5.49
C -6.76 -0.37 4.23
N -5.64 -0.17 3.42
O -5.67 -0.36 2.34
C -6.87 -1.84 5.08
C -8.13 -0.24 3.37
C -3.13 -0.29 3.49
H -4.87 2.06 2.83
H -3.29 2.47 3.67
H -4.72 2.41 4.62
H -4.38 -0.92 5.67
H -3.40 0.43 6.12
H -5.52 1.82 6.50
H -5.72 0.16 7.18
H -6.95 1.68 4.92
H -7.81 0.61 6.09
H -6.86 -2.79 4.58
H -6.24 -1.76 5.92
H -7.87 -1.89 5.51
H -7.93 0.58 2.68
H -8.31 -0.93 2.58
H -9.18 -0.08 3.76
H -2.98 0.27 2.56
H -3.25 -1.32 3.52
H -2.13 -0.07 3.83
C -9.57 -1.74 -4.61
C -8.58 -1.53 -3.58
C -8.70 -2.61 -2.47
C -7.69 -3.18 -1.76
C -6.56 -3.65 -2.71
C -5.99 -2.57 -3.67
N -7.24 -1.73 -4.25
O -7.18 -1.20 -5.36
C -4.97 -1.39 -3.15
C -5.39 -3.09 -4.95
C -8.37 -0.02 -2.96
H -9.31 -2.44 -5.33
H -9.57 -0.67 -4.79
H -10.60 -1.90 -4.28
H -9.44 -2.27 -1.69
H -9.13 -3.47 -2.95
H -7.89 -4.06 -1.25
H -7.31 -2.44 -1.09
H -7.14 -4.39 -3.23
H -5.72 -4.17 -2.31
H -4.73 -0.56 -3.82
H -5.28 -0.93 -2.19
H -3.98 -1.76 -2.96
H -4.31 -3.38 -4.73
H -5.95 -4.03 -5.27
H -5.49 -2.33 -5.72
H -7.98 0.02 -1.94
H -9.47 0.24 -2.89
H -8.02 0.63 -3.70
O -2.12 -3.36 -1.80
C -1.74 -3.31 -0.63
O -0.73 -4.09 -0.14
C -0.41 -3.80 1.23
C -1.07 -2.42 1.44
C -2.27 -2.43 0.42
H 0.66 -3.80 1.53
H -0.86 -4.58 1.82
H -0.28 -1.66 1.18
H -1.38 -2.24 2.46
H -2.65 -1.44 0.05
H -3.14 -2.93 0.91
O 2.99 -4.58 -2.85
C 1.90 -4.64 -3.37
O 1.63 -4.08 -4.57
C 0.19 -4.28 -4.90
C -0.20 -5.58 -4.15
C 0.70 -5.42 -2.94
H 0.19 -4.38 -6.01
H -0.38 -3.44 -4.53
H -0.04 -6.43 -4.79
H -1.28 -5.49 -3.86
H 0.95 -6.34 -2.42
H 0.25 -4.82 -2.15
O 2.34 -2.43 1.71
C 3.00 -2.11 0.78
O 3.90 -1.17 0.81
C 4.21 -0.73 -0.56
C 3.89 -1.90 -1.54
C 2.99 -2.78 -0.66
H 5.23 -0.37 -0.58
H 3.58 0.16 -0.64
H 4.84 -2.40 -1.82
H 3.44 -1.50 -2.43
H 3.42 -3.74 -0.40
H 1.93 -2.90 -0.95
O 2.16 4.82 -1.86
C 2.95 5.52 -2.34
O 2.89 5.88 -3.63
C 4.02 6.64 -4.09
C 4.70 7.10 -2.77
C 4.35 6.02 -1.83
H 3.51 7.41 -4.66
H 4.57 5.93 -4.74
H 4.15 7.98 -2.44
H 5.74 7.28 -2.81
H 4.27 6.33 -0.77
H 4.91 5.08 -2.06
O 0.42 -1.47 -1.88
C -0.02 -0.45 -2.34
O 0.80 0.64 -2.39
C 0.43 1.53 -3.49
C -0.71 0.86 -4.22
C -1.26 -0.13 -3.17
H 1.25 1.72 -4.16
H 0.16 2.49 -3.13
H -0.27 0.42 -5.08
H -1.49 1.52 -4.55
H -1.77 -1.08 -3.51
H -1.96 0.28 -2.37
O 4.26 3.54 0.82
C 4.95 2.85 1.49
O 4.61 1.53 1.70
C 5.66 0.82 2.44
C 6.50 1.98 3.10
C 6.24 3.14 2.18
H 6.28 0.23 1.70
H 5.22 0.22 3.20
H 7.57 1.62 3.15
H 6.18 2.18 4.13
H 7.08 3.20 1.47
H 6.15 4.08 2.70
O -2.04 1.34 0.90
C -1.19 2.22 0.64
O -1.36 3.21 -0.17
C -0.17 4.13 -0.18
C 0.99 3.23 0.31
C 0.17 2.36 1.28
H -0.46 4.97 0.44
H -0.08 4.49 -1.19
H 1.75 3.76 0.81
H 1.34 2.69 -0.51
H 0.10 2.89 2.23
H 0.61 1.33 1.46

Kohn-Sham gap (alpha / beta): 6.64 / 8.88 eV
Net charge: 0
Spin multiplicity: 5
LUMO (alpha / beta): 0.4 / 0.4 eV



(4)
Density functional theory data (ωB97M-V/def2-TZVPD) for a 2-piece molecular cluster, C2H6N4S overall at a distorted geometry.

CARTESIAN COORDINATES (ANGSTROEM)
N 2.29 -2.24 3.39
C 1.57 -1.43 3.01
N 0.77 -0.49 2.49
S -0.29 -0.26 1.09
N 0.86 0.46 0.03
H 0.76 0.32 3.13
H 0.32 0.91 -0.63
H 1.19 -0.42 -0.37
C -1.75 0.72 -2.28
N -0.74 0.01 -2.46
H -2.21 1.57 -2.78
H -2.63 0.33 -1.53
H -0.14 0.52 -3.11

Kohn-Sham gap: 9.85 eV
Net charge: 0
Structure (SMILES): N#CNSN.C=N
LUMO: 0.5 eV



(5)
Density functional theory data (ωB97M-V/def2-TZVPD) for C23H50N2O2P2Sn as an isolated structure at a distorted geometry.

CARTESIAN COORDINATES (ANGSTROEM)
Sn -0.15 -0.08 -0.43
C 2.19 -0.57 -0.82
O 3.32 -0.44 -0.62
C -2.49 0.29 0.25
O -3.23 0.80 0.98
P 0.06 2.46 -1.32
C -0.27 2.52 -3.14
H -0.35 3.60 -3.35
C -1.24 3.59 -0.61
H -2.16 2.98 -0.70
C 1.73 3.26 -1.17
H 2.37 2.54 -1.71
C 1.45 -3.43 0.88
P -0.08 -2.72 0.09
H -0.35 -4.63 -1.28
H 2.23 -3.25 0.13
C -1.51 -3.45 1.03
H -1.31 -4.54 0.98
C -1.00 3.87 0.88
H -1.92 4.29 1.31
H -0.21 4.62 1.02
H -0.75 2.97 1.45
C -1.48 4.89 -1.38
H -0.62 5.57 -1.33
H -2.34 5.40 -0.92
H -1.73 4.72 -2.43
C 1.84 4.61 -1.87
H 1.44 4.62 -2.89
H 2.91 4.86 -1.95
H 1.37 5.42 -1.29
C 2.23 3.33 0.28
H 3.30 3.58 0.26
H 2.12 2.38 0.82
H 1.72 4.12 0.85
C 0.89 1.96 -3.97
H 1.70 2.70 -4.09
H 0.53 1.71 -4.97
H 1.34 1.06 -3.53
C -1.62 1.87 -3.49
H -1.73 0.86 -3.08
H -1.71 1.80 -4.58
H -2.47 2.48 -3.12
C 1.33 -4.94 1.11
H 1.07 -5.49 0.20
H 0.60 -5.18 1.90
H 2.31 -5.32 1.46
C 1.89 -2.71 2.17
H 1.16 -2.83 2.98
C -1.18 -3.08 -2.52
H 2.07 -1.64 2.01
H 2.84 -3.16 2.51
C 1.29 -3.57 -2.22
H -1.19 -1.99 -2.64
H -1.00 -3.51 -3.51
H -2.19 -3.39 -2.21
C -0.10 -3.58 -1.56
H 1.18 -3.76 -3.30
H 1.93 -4.37 -1.82
H 1.81 -2.61 -2.09
C -2.87 -3.17 0.37
H -2.99 -2.10 0.14
H -3.66 -3.45 1.08
H -3.01 -3.76 -0.54
C -1.54 -3.02 2.50
H -1.58 -1.92 2.59
H -0.68 -3.39 3.07
H -2.44 -3.43 2.96
H 0.46 -0.69 -2.47
H -0.08 -0.16 -2.68
C -1.19 0.63 4.93
N 0.02 0.28 4.17
C 1.26 0.02 4.92
C 0.03 0.30 2.88
N 0.17 0.40 1.70
H -0.91 0.62 5.99
H -1.99 -0.11 4.75
H -1.56 1.62 4.64
H 1.61 -1.01 4.75
H 2.06 0.72 4.61
H 1.03 0.15 5.98

Kohn-Sham gap: 6.39 eV
Net charge: +4
LUMO: -15.0 eV



(6)
Density functional theory data (ωB97M-V/def2-TZVPD) for C33H43Cl2N2OP3SV as an isolated structure at a distorted geometry.

CARTESIAN COORDINATES (ANGSTROEM)
P -0.98 2.07 -4.00
C -1.79 3.68 -4.00
C -1.31 4.75 -4.77
H -0.38 4.65 -5.34
C -2.02 5.95 -4.83
H -1.64 6.78 -5.42
C -3.23 6.07 -4.14
H -3.80 7.00 -4.19
C -3.72 5.00 -3.37
H -4.66 5.08 -2.84
C -2.99 3.81 -3.30
H -3.35 2.96 -2.71
C 0.64 2.37 -4.78
C 1.52 3.24 -4.12
H 1.16 3.87 -3.30
C 2.86 3.31 -4.51
H 3.54 3.97 -3.97
C 3.30 2.56 -5.61
H 4.34 2.63 -5.93
C 2.40 1.76 -6.33
H 2.73 1.21 -7.21
C 1.07 1.66 -5.91
H 0.36 1.06 -6.49
C -1.89 0.98 -5.13
C -2.32 1.49 -6.37
H -2.12 2.54 -6.63
C -2.98 0.67 -7.28
H -3.30 1.06 -8.24
C -3.24 -0.66 -6.93
H -3.76 -1.31 -7.64
C -2.86 -1.16 -5.68
H -3.09 -2.19 -5.40
C -2.19 -0.34 -4.77
H -1.92 -0.71 -3.77
V -0.17 0.24 -0.60
C 1.58 -1.13 -0.92
C 2.21 -1.09 -2.10
H 1.92 -1.80 -0.11
C 1.57 -0.16 -3.11
O 1.00 -1.02 -4.14
H 0.25 -0.58 -4.61
C 0.59 0.57 -2.30
H 2.27 0.56 -3.56
C -0.59 1.18 -2.31
Cl 0.58 -0.63 1.71
Cl -1.89 1.38 0.67
P 1.25 1.91 0.50
C 1.03 2.38 2.25
H 1.48 1.62 2.90
H -0.04 2.43 2.47
H 1.49 3.36 2.43
C 3.05 1.62 0.41
H 3.35 1.49 -0.64
H 3.29 0.71 0.96
H 3.58 2.48 0.85
C 1.05 3.51 -0.34
H -0.02 3.70 -0.52
H 1.58 3.50 -1.30
H 1.47 4.30 0.30
P 3.62 -2.08 -2.67
C 4.50 -2.71 -1.25
C 4.62 -0.96 -3.64
H 3.82 -3.29 -0.61
H 4.93 -1.87 -0.67
H 5.31 -3.35 -1.61
H 4.03 -0.53 -4.46
H 5.48 -1.51 -4.05
H 4.99 -0.15 -2.99
C 2.97 -3.38 -3.71
H 2.36 -4.07 -3.10
H 3.81 -3.93 -4.16
H 2.33 -2.93 -4.48
H -1.29 1.36 -1.46
C -2.40 -2.21 2.25
N -3.32 -1.77 1.22
C -4.65 -1.42 1.44
C -5.17 -1.01 0.26
N -4.15 -1.09 -0.67
C -3.00 -1.55 -0.09
S -1.52 -1.77 -0.87
H -1.80 -3.04 1.88
H -1.73 -1.40 2.54
H -3.00 -2.53 3.11
H -5.08 -1.50 2.43
H -6.16 -0.67 0.00
H -4.20 -0.82 -1.65

Kohn-Sham gap (alpha / beta): 7.25 / 7.05 eV
Net charge: +2
Spin multiplicity: 2
LUMO (alpha / beta): -5.5 / -5.7 eV



Question: Which of these has the highest net charge?
Answer: C23H50N2O2P2Sn



Copy entry 4 word for word.
Density functional theory data (ωB97M-V/def2-TZVPD) for a 2-piece molecular cluster, C2H6N4S overall at a distorted geometry.

CARTESIAN COORDINATES (ANGSTROEM)
N 2.29 -2.24 3.39
C 1.57 -1.43 3.01
N 0.77 -0.49 2.49
S -0.29 -0.26 1.09
N 0.86 0.46 0.03
H 0.76 0.32 3.13
H 0.32 0.91 -0.63
H 1.19 -0.42 -0.37
C -1.75 0.72 -2.28
N -0.74 0.01 -2.46
H -2.21 1.57 -2.78
H -2.63 0.33 -1.53
H -0.14 0.52 -3.11

Kohn-Sham gap: 9.85 eV
Net charge: 0
Structure (SMILES): N#CNSN.C=N
LUMO: 0.5 eV



Question: The highest net charge belongs to which entry?
Answer: C23H50N2O2P2Sn